(1)
This record from the Open Molecules 2025 dataset describes BrH3N2 in the gas phase at a distorted geometry. The level of theory is the ωB97M-V functional and the def2-TZVPD basis.

Values from the calculation:
**E**: -73069.431 eV
**LUMO**: 0.1 eV
**HOMO level**: -9.6 eV
**Orbital gap**: 9.8 eV
**ΔE to the lowest compared entry with this formula, charge and spin**: 1.63 kcal per mole

Geometry as XYZ:
```
6
BrH3N2 | the Open Molecules 2025 dataset | the ωB97M-V functional and the def2-TZVPD basis
N 0.271 0.058 -0.335
N -0.856 -0.797 -0.112
Br -2.628 0.062 0.039
H 0.245 0.262 -1.317
H 0.206 0.987 0.255
H -0.826 -1.273 0.825
```

Just the Mulliken charges please, in e? Sure, here they are: -0.40 -0.36 -0.09 0.26 0.27 0.31

(2)
This record from the Open Molecules 2025 dataset describes 9 unconnected molecules or ions with the total composition C37H64BrFN11 at a distorted geometry. The level of theory is the ωB97M-V functional and the def2-TZVPD basis.

Values from the calculation:
**E**: -128547.570 eV
**LUMO**: -2.8 eV
**HOMO level**: -12.2 eV
**Orbital gap**: 9.4 eV
**Net charge**: +1

Geometry as XYZ:
```
114
C37H64BrFN11 | the Open Molecules 2025 dataset | the ωB97M-V functional and the def2-TZVPD basis
F 3.565 -7.554 1.327
N 3.594 -6.236 1.518
C 4.737 -5.396 1.316
N 4.326 -4.162 1.625
N 3.029 -4.140 2.010
C 2.572 -5.419 1.937
C 1.188 -6.061 2.199
C 0.107 -5.049 2.790
C -1.190 -5.017 1.866
Br -1.957 -3.194 1.731
H 5.741 -5.721 0.959
H 2.452 -3.345 2.304
H 1.242 -7.011 2.808
H 0.802 -6.396 1.187
H -0.255 -5.457 3.775
H 0.503 -4.013 2.940
H -2.001 -5.668 2.271
H -0.992 -5.348 0.815
C 6.307 -0.190 1.827
C 6.157 -0.564 0.358
C 4.808 -0.141 -0.230
C 3.700 -0.811 0.501
N 2.845 -1.328 1.068
H 5.564 -0.694 2.451
H 7.291 -0.483 2.195
H 6.198 0.888 1.967
H 6.284 -1.646 0.252
H 6.958 -0.090 -0.213
H 4.754 -0.417 -1.285
H 4.681 0.941 -0.157
C -1.686 -0.648 -0.891
C -1.851 -0.995 -2.366
C -3.192 -0.533 -2.940
C -4.310 -1.190 -2.211
N -5.172 -1.698 -1.644
H -2.437 -1.146 -0.275
H -0.706 -0.970 -0.532
H -1.769 0.430 -0.731
H -1.749 -2.078 -2.490
H -1.041 -0.530 -2.934
H -3.257 -0.791 -3.999
H -3.294 0.551 -2.850
C -1.072 -10.186 5.226
C -2.196 -9.293 5.741
C -2.161 -7.883 5.142
C -0.881 -7.217 5.496
N 0.113 -6.704 5.770
H -0.089 -9.795 5.501
H -1.153 -11.186 5.656
H -1.113 -10.280 4.137
H -2.131 -9.234 6.831
H -3.156 -9.756 5.501
H -2.988 -7.291 5.528
H -2.255 -7.924 4.055
C -5.943 2.674 -3.863
C -5.693 3.905 -4.728
C -4.521 3.725 -5.697
C -3.268 3.466 -4.931
N -2.307 3.263 -4.332
H -5.087 2.452 -3.222
H -6.803 2.836 -3.210
H -6.147 1.795 -4.481
H -5.505 4.764 -4.077
H -6.596 4.127 -5.301
H -4.389 4.625 -6.302
H -4.706 2.888 -6.374
C -6.066 -3.518 5.968
C -4.772 -3.567 6.774
C -3.520 -3.455 5.898
C -3.471 -4.583 4.931
N -3.433 -5.456 4.183
H -6.140 -4.357 5.273
H -6.929 -3.572 6.634
H -6.136 -2.590 5.395
H -4.743 -4.501 7.343
H -4.772 -2.750 7.499
H -2.622 -3.481 6.519
H -3.522 -2.513 5.345
C 1.029 3.692 -6.994
C 1.309 5.018 -7.693
C 0.245 6.079 -7.404
C -1.084 5.608 -7.880
N -2.112 5.245 -8.246
H 0.094 3.245 -7.338
H 1.827 2.977 -7.203
H 0.968 3.825 -5.910
H 1.376 4.844 -8.771
H 2.282 5.394 -7.367
H 0.496 7.011 -7.913
H 0.189 6.281 -6.337
C 4.723 4.904 2.687
C 6.020 4.904 3.490
C 7.266 5.040 2.610
C 7.347 3.899 1.659
N 7.410 3.016 0.925
H 4.673 4.053 2.004
H 3.863 4.834 3.355
H 4.625 5.821 2.100
H 6.077 3.980 4.072
H 5.996 5.732 4.203
H 8.164 5.049 3.230
H 7.236 5.974 2.044
C -1.066 7.794 -2.623
C -0.702 9.203 -3.079
C -0.460 9.296 -4.588
C 0.669 8.410 -4.979
N 1.540 7.722 -5.281
H -0.257 7.086 -2.817
H -1.258 7.780 -1.549
H -1.964 7.436 -3.133
H 0.190 9.531 -2.540
H -1.511 9.885 -2.806
H -0.217 10.323 -4.868
H -1.355 8.998 -5.140
```

Mulliken population analysis, charges in e, atoms 1 to 8: -0.17 0.34 -0.04 -0.62 0.37 0.13 -0.71 -0.06

(3)
This record from the Open Molecules 2025 dataset describes 13 unconnected molecules or ions with the total composition C60H70Br2N10O2 at a distorted geometry. The level of theory is the ωB97M-V functional and the def2-TZVPD basis.

Values from the calculation:
**E**: -222431.079 eV
**LUMO**: 0.5 eV
**HOMO level**: -9.4 eV
**Orbital gap**: 9.9 eV

Geometry as XYZ:
```
144
C60H70Br2N10O2 | the Open Molecules 2025 dataset | the ωB97M-V functional and the def2-TZVPD basis
Br -3.865 2.252 -0.488
C -3.045 1.470 -2.143
C -3.595 2.093 -3.395
Br -2.799 1.301 -4.993
H -3.305 0.411 -2.129
H -1.962 1.545 -2.052
H -3.467 3.176 -3.396
H -4.680 2.008 -3.345
N 2.421 -5.351 -0.881
C 3.191 -5.459 -1.978
C 4.182 -4.548 -2.326
C 4.384 -3.435 -1.549
C 3.650 -3.268 -0.400
C 2.652 -4.183 -0.125
H 2.927 -6.242 -2.675
H 4.701 -4.783 -3.243
H 5.035 -2.609 -1.793
H 3.817 -2.379 0.190
H 2.042 -4.047 0.756
N -8.453 2.635 1.254
C -7.367 1.951 1.105
C -6.740 1.274 2.145
C -7.228 1.418 3.392
C -8.346 2.239 3.593
C -8.883 2.835 2.491
H -6.998 1.863 0.094
H -5.861 0.673 1.969
H -6.716 0.886 4.180
H -8.714 2.367 4.600
H -9.810 3.371 2.629
N 3.553 1.438 -3.537
C 3.618 0.152 -3.961
C 2.550 -0.523 -4.546
C 1.315 0.082 -4.629
C 1.224 1.466 -4.245
C 2.359 2.051 -3.727
H 4.566 -0.359 -3.887
H 2.584 -1.541 -4.905
H 0.465 -0.434 -5.051
H 0.313 2.042 -4.315
H 2.295 3.113 -3.540
N 2.905 6.355 2.024
C 3.666 5.370 1.411
C 3.887 4.210 2.097
C 3.227 3.892 3.256
C 2.380 4.857 3.756
C 2.212 6.074 3.124
H 4.053 5.510 0.413
H 4.395 3.377 1.634
H 3.436 2.916 3.668
H 1.844 4.563 4.646
H 1.466 6.773 3.471
N -5.025 -2.253 -1.171
C -4.494 -2.874 -0.074
C -4.624 -4.256 0.095
C -5.238 -4.996 -0.949
C -5.766 -4.441 -2.091
C -5.602 -3.049 -2.183
H -4.064 -2.264 0.707
H -4.231 -4.772 0.959
H -5.424 -6.058 -0.879
H -6.209 -5.009 -2.895
H -5.962 -2.501 -3.041
N -1.128 -2.683 -5.921
C 0.020 -3.406 -6.042
C 0.700 -3.837 -4.885
C 0.105 -3.651 -3.652
C -1.126 -3.018 -3.625
C -1.716 -2.498 -4.723
H 0.503 -3.525 -7.001
H 1.627 -4.344 -5.108
H 0.496 -4.012 -2.712
H -1.654 -2.901 -2.689
H -2.673 -1.998 -4.691
N -1.171 -3.753 2.220
C -1.332 -4.772 3.087
C -1.098 -6.120 2.649
C -0.818 -6.433 1.317
C -0.759 -5.363 0.386
C -0.960 -4.067 0.918
H -1.589 -4.522 4.105
H -1.108 -6.883 3.413
H -0.500 -7.446 1.119
H -0.492 -5.469 -0.655
H -1.068 -3.307 0.159
N -1.611 1.864 5.246
C -0.796 2.869 5.080
C -0.836 3.686 3.944
C -1.654 3.366 2.918
C -2.542 2.316 3.075
C -2.451 1.542 4.225
H -0.200 3.261 5.891
H -0.261 4.595 3.858
H -1.588 3.935 2.002
H -3.265 2.062 2.315
H -3.155 0.734 4.360
N -0.950 -0.557 -0.836
C 0.303 -0.647 -1.413
C 1.419 0.150 -1.059
C 1.181 1.146 -0.070
C -0.078 1.214 0.567
C -1.123 0.441 0.102
H 0.361 -1.274 -2.290
H 2.379 -0.010 -1.528
H 2.053 1.708 0.230
H -0.194 1.918 1.377
H -2.146 0.542 0.433
N 5.590 1.317 0.224
C 6.031 1.247 -1.048
C 6.539 0.024 -1.554
C 6.767 -1.042 -0.691
C 6.456 -0.927 0.632
C 5.777 0.185 1.014
H 5.973 2.137 -1.657
H 6.846 -0.039 -2.587
H 7.269 -1.908 -1.097
H 6.616 -1.683 1.386
H 5.409 0.379 2.011
C 1.521 -0.395 3.220
C 2.069 -0.694 4.576
C 3.388 -1.445 4.214
O 3.088 -2.027 2.930
C 1.809 -1.622 2.476
H 2.110 0.422 2.803
H 0.459 -0.154 3.249
H 1.371 -1.132 5.290
H 2.330 0.257 5.040
H 3.447 -2.094 5.088
H 4.132 -0.666 4.046
H 1.096 -2.435 2.614
H 1.885 -1.432 1.405
C 0.456 5.251 -1.952
C 1.362 4.700 -0.903
C 0.492 4.915 0.335
O -0.859 4.719 -0.139
C -0.931 4.959 -1.554
H 0.805 4.781 -2.871
H 0.584 6.332 -1.904
H 2.266 5.308 -0.849
H 1.489 3.620 -0.980
H 0.589 5.886 0.820
H 0.618 4.161 1.113
H -1.587 5.796 -1.790
H -1.208 4.073 -2.125
```

Mulliken population analysis, charges in e, atoms 1 to 8: -0.11 -0.29 -0.68 -0.21 0.64 -0.18 0.41 0.52

(4)
This record from the Open Molecules 2025 dataset describes 11 unconnected molecules or ions with the total composition C54H137N7O18 at a distorted geometry. The level of theory is the ωB97M-V functional and the def2-TZVPD basis.

Values from the calculation:
**E**: -105490.213 eV
**LUMO**: 0.2 eV
**HOMO level**: -8.5 eV
**Orbital gap**: 8.7 eV
**ΔE to the lowest compared entry with this formula, charge and spin**: 91.89 kcal per mole

Geometry as XYZ:
```
216
C54H137N7O18 | the Open Molecules 2025 dataset | the ωB97M-V functional and the def2-TZVPD basis
C -6.582 -19.971 22.859
O -5.554 -20.621 22.005
C -5.717 -22.048 21.836
C -4.574 -22.724 21.016
N -4.586 -24.176 21.207
C -3.388 -24.834 20.753
C -3.336 -26.291 21.255
O -3.406 -26.219 22.707
C -3.783 -27.422 23.352
H -7.593 -20.196 22.520
H -6.470 -18.893 22.979
H -6.563 -20.405 23.859
H -6.632 -22.304 21.302
H -5.842 -22.522 22.810
H -3.606 -22.323 21.314
H -4.662 -22.426 19.971
H -4.789 -24.395 22.172
H -2.526 -24.292 21.142
H -3.385 -24.816 19.663
H -2.397 -26.694 20.875
H -4.108 -26.904 20.791
H -4.333 -27.261 24.280
H -2.946 -28.091 23.552
H -4.442 -28.095 22.804
C -14.242 -3.647 17.499
O -13.302 -2.615 17.184
C -13.872 -1.343 17.002
C -12.909 -0.187 16.511
N -12.181 -0.646 15.323
C -11.116 0.211 14.974
C -10.276 -0.371 13.767
O -9.427 -1.329 14.384
C -8.315 -1.619 13.588
H -13.717 -4.594 17.371
H -15.079 -3.768 16.812
H -14.670 -3.658 18.502
H -14.275 -0.929 17.926
H -14.724 -1.468 16.334
H -12.227 0.154 17.289
H -13.517 0.657 16.186
H -11.790 -1.577 15.333
H -10.435 0.330 15.817
H -11.420 1.216 14.680
H -9.732 0.464 13.325
H -10.973 -0.746 13.018
H -7.805 -0.745 13.185
H -8.609 -2.245 12.745
H -7.587 -2.249 14.099
C -13.129 -11.413 22.974
O -14.303 -12.218 22.862
C -15.089 -11.969 21.718
C -16.450 -12.723 21.938
N -17.435 -12.444 20.917
C -17.161 -13.140 19.658
C -18.435 -12.948 18.879
O -19.633 -13.432 19.621
C -20.895 -13.291 18.938
H -13.324 -10.570 23.637
H -12.710 -11.125 22.010
H -12.362 -12.016 23.460
H -14.674 -12.336 20.779
H -15.358 -10.924 21.563
H -16.842 -12.444 22.916
H -16.354 -13.806 22.020
H -18.378 -12.772 21.066
H -16.919 -14.180 19.881
H -16.303 -12.590 19.272
H -18.326 -13.521 17.958
H -18.653 -11.913 18.613
H -21.737 -13.893 19.278
H -20.805 -13.421 17.860
H -21.218 -12.251 18.992
C 0.915 -15.384 0.202
O 0.990 -14.181 1.003
C -0.161 -13.897 1.754
C 0.083 -12.594 2.514
N -1.151 -12.091 3.149
C -0.853 -10.950 3.975
C -2.216 -10.336 4.421
O -2.704 -9.704 3.246
C -4.025 -9.218 3.450
H 1.116 -16.294 0.767
H 1.727 -15.378 -0.525
H 0.023 -15.470 -0.420
H -0.369 -14.699 2.463
H -1.057 -13.857 1.134
H 0.590 -11.864 1.883
H 0.823 -12.740 3.301
H -1.713 -11.653 2.433
H -0.289 -10.213 3.403
H -0.249 -11.240 4.835
H -2.165 -9.690 5.298
H -2.902 -11.119 4.745
H -4.055 -8.566 4.323
H -4.835 -9.934 3.588
H -4.315 -8.533 2.653
C -5.770 -14.873 15.510
O -5.823 -13.446 15.701
C -6.357 -13.017 16.953
C -7.885 -13.076 17.058
N -8.603 -12.457 15.904
C -8.761 -10.989 16.101
C -9.251 -10.263 14.843
O -8.215 -10.414 13.897
C -8.295 -9.540 12.822
H -5.044 -15.242 16.235
H -5.396 -15.053 14.502
H -6.719 -15.402 15.596
H -5.981 -12.006 17.111
H -5.885 -13.566 17.769
H -8.257 -12.759 18.033
H -8.070 -14.149 17.086
H -8.067 -12.582 15.057
H -7.808 -10.570 16.425
H -9.483 -10.772 16.887
H -9.379 -9.208 15.085
H -10.161 -10.772 14.524
H -7.314 -9.128 12.588
H -8.903 -8.653 13.000
H -8.607 -10.020 11.894
C -15.612 -7.164 11.546
O -16.052 -8.299 10.886
C -16.491 -9.325 11.773
C -16.743 -10.533 10.875
N -15.606 -11.356 10.514
C -14.647 -10.684 9.612
C -13.503 -11.592 9.142
O -12.826 -11.036 8.009
C -11.789 -11.923 7.564
H -15.507 -6.331 10.850
H -14.661 -7.392 12.027
H -16.276 -6.777 12.319
H -17.503 -9.116 12.121
H -15.933 -9.540 12.684
H -17.252 -10.178 9.979
H -17.437 -11.165 11.430
H -15.071 -11.711 11.294
H -14.249 -9.832 10.164
H -15.082 -10.190 8.743
H -13.892 -12.590 8.944
H -12.876 -11.666 10.032
H -11.908 -12.971 7.841
H -10.812 -11.559 7.881
H -11.692 -11.875 6.479
C -0.443 -9.710 16.152
O 0.920 -9.361 16.534
C 1.087 -9.302 17.929
C 1.122 -10.692 18.609
N 2.130 -11.551 18.037
C 1.897 -12.972 18.382
C 3.009 -13.969 17.950
O 3.196 -14.033 16.526
C 4.144 -15.067 16.155
H -0.575 -9.702 15.070
H -1.208 -9.017 16.499
H -0.819 -10.666 16.517
H 0.261 -8.721 18.338
H 1.962 -8.676 18.103
H 0.127 -11.136 18.596
H 1.358 -10.540 19.662
H 2.324 -11.444 17.052
H 0.965 -13.310 17.930
H 1.764 -13.101 19.456
H 2.877 -14.991 18.305
H 3.899 -13.610 18.467
H 5.162 -14.730 16.350
H 4.136 -15.179 15.070
H 4.000 -16.070 16.557
C 1.025 -22.776 12.645
C -0.186 -23.219 11.807
C 0.109 -23.575 10.397
O -0.729 -24.335 12.449
H 1.953 -23.320 12.465
H 0.857 -22.919 13.713
H 1.192 -21.702 12.564
H -0.932 -22.425 11.830
H -0.701 -24.257 10.138
H 1.069 -24.064 10.229
H 0.216 -22.633 9.858
H -1.688 -24.335 12.417
C -8.451 -4.667 22.976
C -9.245 -4.207 21.691
C -8.477 -4.126 20.411
O -10.277 -5.161 21.520
H -8.088 -5.686 22.843
H -8.980 -4.648 23.929
H -7.580 -4.016 23.054
H -9.749 -3.277 21.950
H -7.762 -3.303 20.406
H -9.135 -3.901 19.572
H -7.895 -5.029 20.224
H -11.000 -4.870 20.958
C -4.979 -17.138 8.988
C -3.753 -16.378 8.509
C -2.419 -17.232 8.473
O -4.020 -15.951 7.153
H -4.668 -17.849 9.753
H -5.462 -17.654 8.158
H -5.690 -16.352 9.240
H -3.565 -15.454 9.056
H -1.656 -16.682 7.922
H -2.593 -18.167 7.940
H -1.989 -17.291 9.473
H -3.380 -15.371 6.733
C -14.367 -18.212 13.998
C -13.079 -17.393 14.130
C -12.109 -17.682 12.968
O -13.288 -15.971 14.042
H -14.996 -17.896 13.165
H -14.958 -18.109 14.908
H -14.286 -19.286 13.827
H -12.616 -17.648 15.083
H -11.735 -18.704 12.897
H -11.291 -16.983 13.144
H -12.566 -17.473 12.001
H -12.485 -15.619 14.432
```

Mulliken population analysis, charges in e, atoms 1 to 8: -0.72 -0.32 -0.45 -0.61 -0.32 -0.59 -0.60 -0.32

(5)
This record from the Open Molecules 2025 dataset describes a gas-phase ion, C8H8O3P (charge -1) at a distorted geometry. The level of theory is the ωB97M-V functional and the def2-TZVPD basis.

Values from the calculation:
**E**: -23860.051 eV
**LUMO**: 3.6 eV
**HOMO level**: -5.0 eV
**Orbital gap**: 8.6 eV
**ΔE to the lowest compared entry with this formula, charge and spin**: 12.24 kcal per mole
**Net charge**: -1

Geometry as XYZ:
```
20
C8H8O3P | the Open Molecules 2025 dataset | the ωB97M-V functional and the def2-TZVPD basis
C 0.600 2.781 -0.002
C -0.005 1.788 0.553
C 0.455 0.451 0.407
C 1.799 0.065 0.338
C 2.151 -1.277 0.053
C 1.236 -2.329 -0.094
C -0.083 -1.894 0.004
C -0.467 -0.621 0.254
P -2.148 0.017 0.008
O -2.889 -0.178 1.292
O -2.022 1.343 -0.694
O -2.688 -1.121 -1.153
H 0.241 3.815 0.025
H 1.422 2.486 -0.631
H -0.846 1.998 1.119
H 2.684 0.773 0.425
H 3.209 -1.388 0.001
H 1.632 -3.358 -0.238
H -0.829 -2.649 -0.148
H -3.451 -0.702 -1.520
```

Mulliken population analysis, charges in e, atoms 1 to 8: -0.90 -0.40 0.35 -0.57 -0.24 -0.83 -0.02 0.19